No. 1
40
Properties=species:S:1:pos:R:3:forces:R:3 method="wB97M-V/def2-TZVPD" de_lowest_kcal_mol=32.2 spin_multiplicity=2 molar_mass_g_mol=300.28 charge=+1 largest_force_ev_per_a=8.721 homo_lumo_gap_ev="8.88 / 3.11" s2=0.771 e_lumo_ev="-2.5 / -8.3" homo_energy_ha="-0.418 / -0.418"
C 4.050351 -1.345049 0.568951 -2.2 -1.1 1.2
O 2.929381 -1.823209 0.570781 -2.2 0.5 -0.4
N 4.490661 -0.139159 0.667760 -1.8 6.6 -1.1
N 5.065201 -2.062429 0.703881 5.8 -6.5 -0.1
H 5.474651 0.066631 0.570201 -0.5 0.2 0.0
H 3.829961 0.476231 0.215131 0.4 1.0 0.3
H 5.959201 -1.670759 0.444171 0.0 -0.9 0.3
H 4.946531 -3.063999 0.757411 0.3 0.1 -0.1
C -0.176559 0.112691 1.044671 -4.2 4.0 1.3
O -1.180319 0.868131 0.810931 -0.4 0.2 0.0
N 0.490711 -0.352219 0.111141 3.4 -3.1 -6.7
N 0.283451 -0.117919 2.218321 0.7 -0.9 3.3
H 0.433601 0.010091 -0.829909 -0.5 0.0 -0.1
H 1.195231 -1.071719 0.189181 0.6 0.1 0.5
H 1.030701 -0.796669 2.186351 0.3 0.4 1.1
H -0.010389 0.415531 3.024041 0.0 -0.5 0.0
C 1.534431 -0.801969 -2.876779 0.3 -2.1 -2.2
O 0.909031 0.204171 -2.988919 -2.6 3.5 0.9
N 1.165581 -1.930329 -3.449159 -1.6 -2.7 -0.8
N 2.749881 -0.832289 -2.409949 2.3 1.2 1.5
H 1.855761 -2.598669 -3.760730 -0.4 0.1 0.1
H 0.239351 -1.965619 -3.850339 0.3 -0.1 -0.1
H 3.253791 -1.667509 -2.148030 0.1 0.6 0.0
H 3.008681 0.142941 -2.364810 1.3 -0.4 0.7
C -4.649509 1.409771 3.379601 0.6 6.4 -0.2
O -4.680109 2.589731 3.745621 0.4 -0.6 0.7
N -5.566799 0.558911 3.587900 -5.3 -3.7 2.5
N -3.790409 0.939101 2.537751 3.7 -2.7 -3.7
H -5.709599 -0.270169 3.029031 0.0 0.2 0.5
H -6.271409 0.800491 4.270011 0.0 -0.1 -0.3
H -3.123209 1.413791 1.946461 -0.2 0.4 0.7
H -4.122699 0.065491 2.155001 0.9 0.0 -0.3
C -2.116579 1.715441 -2.281109 -1.5 0.9 -3.7
O -2.435039 1.958271 -3.430959 -0.2 -0.9 1.2
N -1.232919 2.370061 -1.585100 1.4 1.2 2.0
N -2.637529 0.700261 -1.496999 -0.2 -0.9 -2.0
H -0.674669 3.129541 -1.947939 0.1 -0.1 -0.2
H -1.250029 2.076851 -0.618749 1.0 0.4 1.2
H -2.344919 0.505591 -0.550119 0.5 0.0 1.4
H -2.923449 -0.020059 -2.144689 -0.7 -0.7 0.4

=====

No. 2
36
Properties=species:S:1:pos:R:3:forces:R:3 method="wB97M-V/def2-TZVPD" smiles="NC(N)=O.NC(N)=O.NC(N)=O.CO.CO" de_lowest_kcal_mol=93.0 spin_multiplicity=1 molar_mass_g_mol=244.25 charge=0 largest_force_ev_per_a=8.295 homo_lumo_gap_ev=7.76 e_lumo_ev=-0.2 homo_energy_ha=-0.291
N -1.423969 -0.647338 -0.549491 -2.3 5.4 4.8
C -0.983392 -0.812639 -1.738418 2.6 2.1 -7.6
N -0.776505 -2.141087 -1.905072 1.3 -1.2 -3.5
O -0.672307 0.076214 -2.737909 -1.7 -4.4 5.1
H -1.647767 0.332731 -0.127470 0.7 -2.5 -1.5
H -1.600700 -1.435643 0.037870 -0.2 -0.2 0.2
H -0.514392 -2.508864 -2.859258 -0.5 0.9 1.9
H -1.012293 -2.778016 -1.175383 -0.3 -0.3 -0.1
N -0.383206 2.335716 2.732784 -1.0 5.5 0.0
C 0.554947 1.641941 2.148760 3.5 1.9 -5.4
N 0.479239 0.450896 2.631500 2.0 -5.1 -0.2
O 1.396976 2.072262 1.090093 -4.3 -1.9 5.6
H -0.310942 3.352309 2.498770 -0.7 -1.3 0.9
H -0.904635 1.983991 3.538672 0.4 0.6 -0.8
H 0.848995 -0.326965 2.063875 0.2 0.4 0.3
H 0.083014 0.233825 3.530152 -0.1 0.2 -0.2
N -0.117351 2.374133 -1.329138 0.5 -2.8 0.5
C -0.775881 3.462287 -1.586494 -5.0 -1.6 -6.1
N -0.260714 4.509566 -1.035714 -1.6 5.7 -0.6
O -1.804335 3.440536 -2.524458 4.7 0.8 4.7
H -0.308754 1.621086 -1.948751 -0.5 -1.0 -0.6
H 0.653980 2.224179 -0.696633 0.0 0.8 0.3
H -0.645478 5.427280 -1.433613 1.0 -1.9 1.5
H 0.350639 4.403983 -0.269059 0.8 0.3 0.6
C 0.084538 -4.297254 0.280539 1.0 0.2 2.1
O -0.973875 -3.412440 0.628340 -0.4 0.5 -1.2
H 0.948198 -3.933443 0.851431 0.1 -0.6 0.0
H 0.422426 -4.277068 -0.723991 -0.5 0.4 -1.2
H -0.183114 -5.303221 0.552032 0.1 -0.5 0.0
H -1.316148 -3.671874 1.473461 -0.2 -0.2 0.5
C 2.090519 -0.577871 -0.378363 0.1 0.7 -0.1
O 1.237813 -1.244100 0.610974 0.9 -0.1 -1.1
H 2.984101 -0.199487 0.140671 -0.2 -0.7 0.0
H 1.644090 0.400163 -0.687290 0.0 -1.2 -0.2
H 2.396971 -1.229787 -1.258813 -0.7 0.7 1.2
H 0.439313 -1.545998 0.155394 0.3 0.2 0.1

=====

No. 3
32
Properties=species:S:1:pos:R:3:forces:R:3 method="wB97M-V/def2-TZVPD" de_lowest_kcal_mol=1.7 spin_multiplicity=2 molar_mass_g_mol=190.22 charge=0 largest_force_ev_per_a=3.207 homo_lumo_gap_ev="10.64 / 6.14" s2=0.756 e_lumo_ev="0.3 / -4.0" homo_energy_ha="-0.381 / -0.372"
C 1.636681 -0.445404 -1.210235 0.7 -1.7 1.1
N 0.749942 0.036107 -0.147473 -0.3 1.4 -2.9
C 0.685335 1.483122 -0.057553 1.2 -0.7 2.0
C 0.000215 1.786653 1.310145 0.7 1.5 -0.1
O -0.345168 3.149610 1.534946 -0.4 -0.2 -1.0
C -0.101844 2.124809 -1.238153 -1.5 -0.1 0.3
O -1.482111 2.042016 -1.021797 0.4 -0.7 0.4
C 1.756602 -1.990210 -1.190234 0.4 1.3 -0.1
H 2.665326 -0.088698 -1.109002 -0.3 0.6 0.2
H 1.279874 -0.141538 -2.195177 -0.3 0.3 0.0
H -0.218352 -0.345368 -0.377436 -0.8 -0.5 0.6
H 1.737911 1.788351 -0.021232 -0.2 0.5 -0.4
H -0.832095 1.088170 1.347296 -0.1 0.1 0.8
H 0.768372 1.748145 2.083292 -0.2 -1.3 0.0
H -1.026432 3.389854 0.895057 -0.2 0.0 0.1
H 0.063280 3.199042 -1.242513 0.9 0.0 -0.2
H 0.223608 1.587256 -2.132212 0.0 0.4 -0.3
H 0.795276 -2.476013 -1.243357 -0.2 -0.2 -0.2
H 2.280943 -2.296405 -0.286749 0.0 -0.1 0.0
H 2.396610 -2.176824 -2.051756 -0.2 -0.7 0.0
H -2.181685 -0.999981 1.118693 -0.4 0.5 0.3
H -1.036163 -1.421921 1.883017 -0.1 0.0 0.6
O -1.745415 -0.765848 1.956584 0.3 -0.7 -0.7
H 0.721258 -0.371914 2.351334 -0.6 0.3 -0.7
H 1.504653 -1.451129 3.037773 0.0 0.1 0.2
O 1.209642 -0.537736 3.144356 0.7 -0.6 0.5
H -2.224442 -1.976589 -0.451989 0.1 -0.9 -0.1
H -1.638844 -3.302373 -0.907654 0.0 -0.2 0.0
O -2.177062 -2.946762 -0.195819 0.0 0.6 0.0
H -1.703449 1.055901 -0.783955 0.0 0.7 -0.5
H -2.007656 -0.266489 -1.851951 0.0 -0.3 -0.1
O -1.754813 -0.477836 -0.946249 0.5 0.4 0.2

=====

No. 4
33
Properties=species:S:1:pos:R:3:forces:R:3 method="wB97M-V/def2-TZVPD" de_lowest_kcal_mol=0.0 spin_multiplicity=1 molar_mass_g_mol=206.22 charge=-1 largest_force_ev_per_a=0.459 homo_lumo_gap_ev=9.51 e_lumo_ev=3.3 homo_energy_ha=-0.228
O 1.254130 -0.809679 -0.864349 -0.1 0.1 -0.1
C 0.292992 -0.785810 -0.069243 0.1 -0.1 0.3
O 0.048791 -1.702583 0.777783 -0.1 0.3 -0.2
C -0.655948 0.433595 -0.068121 -0.1 -0.2 -0.3
C -0.335009 1.430174 -1.178533 0.2 0.1 -0.1
C -0.825439 2.849576 -0.886336 0.1 0.0 0.0
C -0.027708 3.543989 0.211283 0.3 -0.1 0.2
N -2.059874 -0.024838 -0.115580 0.1 -0.1 0.4
H -0.509689 0.916998 0.902990 0.1 0.0 0.0
H 0.741053 1.433966 -1.358007 0.0 0.1 0.2
H -0.763668 1.077322 -2.120732 -0.1 -0.1 0.1
H -0.757807 3.442043 -1.801346 -0.1 0.0 -0.1
H -1.883409 2.832586 -0.596022 0.0 0.0 -0.1
H -0.196383 3.077797 1.174602 -0.2 -0.1 0.3
H 1.050373 3.452467 0.059861 0.0 0.1 -0.3
H -0.269170 4.602114 0.309642 -0.1 0.0 -0.1
H -2.614485 0.608663 -0.668209 -0.1 0.0 -0.2
H -2.126383 -0.957450 -0.508843 -0.1 0.0 -0.2
H 3.009161 0.181803 -0.043417 -0.1 0.0 0.0
H 3.172799 -0.395080 1.344890 0.1 0.3 -0.1
O 3.477607 0.349618 0.784186 0.0 -0.2 0.1
H 1.871349 -1.388079 3.028750 0.0 0.0 0.0
H 1.596515 -1.947121 1.647856 -0.2 0.0 -0.2
O 2.326755 -1.783290 2.277534 0.1 0.0 0.3
H -1.260275 -2.844986 -0.115383 0.0 -0.2 -0.2
H -0.905853 -3.298356 -1.511459 -0.1 0.0 0.2
O -1.680206 -3.182025 -0.930015 0.2 0.1 0.0
H 0.951160 -2.800949 -3.053245 0.0 -0.1 0.2
H 1.254832 -2.456537 -1.592956 -0.1 -0.1 -0.1
O 0.990864 -3.206858 -2.178282 0.0 0.2 -0.1
H -1.081655 -1.304035 2.226303 -0.1 0.1 0.0
H -2.321732 -0.460323 2.125108 0.1 0.0 -0.1
O -1.763674 -0.884715 2.789274 0.1 -0.1 0.1

=====

No. 5
31
Properties=species:S:1:pos:R:3:forces:R:3 method="wB97M-V/def2-TZVPD" smiles=COCCOC.CO.O.O.O de_lowest_kcal_mol=39.3 spin_multiplicity=1 molar_mass_g_mol=176.21 charge=0 largest_force_ev_per_a=2.162 homo_lumo_gap_ev=10.20 e_lumo_ev=0.4 homo_energy_ha=-0.361
C 19.130230 2.449120 13.666890 -0.3 0.6 0.5
O 19.905690 3.495990 14.262280 0.6 0.3 -1.2
C 19.338740 4.798940 14.346500 -0.3 0.8 2.0
C 20.328810 5.943090 14.830160 0.9 -0.3 -0.6
O 21.318230 6.258800 13.846950 0.0 -0.7 -1.0
C 22.072690 7.414360 14.062360 -0.7 1.2 0.8
H 19.432670 1.526770 14.162770 0.1 0.1 -0.2
H 19.207480 2.349630 12.584190 0.6 0.2 -0.1
H 18.059740 2.582480 13.822960 -0.2 0.1 0.4
H 18.602970 4.663900 15.139280 -0.1 0.5 0.7
H 18.666070 5.192510 13.584460 0.7 -0.4 -1.1
H 20.885510 5.733830 15.743610 -0.2 -0.9 0.3
H 19.887090 6.909860 15.071690 -1.2 -0.2 -0.1
H 22.360260 7.929890 13.146040 0.4 -0.8 -0.3
H 22.890980 7.328160 14.777250 0.4 -0.6 -0.3
H 21.489760 8.212080 14.522710 -0.7 0.1 0.3
C 30.947630 4.062320 13.479470 -0.5 0.7 -0.6
O 30.963890 4.492360 14.842290 0.4 -0.5 -0.3
H 31.399840 3.096170 13.255540 0.1 -0.1 0.8
H 29.944460 4.031750 13.054240 -0.2 -0.1 0.2
H 31.466670 4.785330 12.850220 0.3 0.2 0.2
H 30.078430 4.664070 15.171030 0.0 -0.2 -0.3
O 26.015760 4.899230 16.619860 0.0 0.0 -0.3
H 25.832170 4.228200 17.277320 -0.1 -0.2 0.1
H 26.299840 5.660120 17.126390 0.1 0.2 0.1
O 25.647000 0.994980 8.797970 0.2 -0.1 -0.2
H 25.661960 1.854030 9.219930 0.0 0.3 0.1
H 24.816830 0.606510 9.073890 -0.2 -0.1 0.1
O 24.545880 3.980590 12.095610 0.1 -0.2 -0.3
H 23.687700 4.277660 12.398110 -0.3 0.1 0.1
H 25.164070 4.352720 12.724590 0.2 0.1 0.2

=====

No. 6
43
Properties=species:S:1:pos:R:3:forces:R:3 method="wB97M-V/def2-TZVPD" spin_multiplicity=1 molar_mass_g_mol=406.19 charge=+2 largest_force_ev_per_a=10.108 homo_lumo_gap_ev=1.56 e_lumo_ev=-12.1 homo_energy_ha=-0.503
Y 5.554180 43.148736 20.577770 -0.1 -1.2 -1.2
O 5.136644 40.615084 18.085549 0.3 1.1 1.0
H 5.853498 40.572732 17.423074 -0.2 0.2 0.4
C 11.385926 41.345684 14.841485 -1.8 -3.0 -1.8
O 11.253872 40.990521 13.676676 -0.1 0.0 -0.3
N 10.838933 40.703885 15.869295 -1.8 -2.0 2.2
N 12.051917 42.347218 15.249258 2.5 3.9 0.1
H 10.750170 41.209363 16.739173 -0.1 -0.4 -0.1
H 10.219331 39.917744 15.734437 0.3 0.2 -0.2
H 12.090527 42.529065 16.242004 0.6 0.7 -0.7
H 12.382662 42.891510 14.465387 0.5 0.7 0.8
C 7.264687 35.646652 15.361616 4.8 -3.3 0.6
O 7.458042 35.289481 16.498984 0.3 -0.9 1.9
N 7.987772 35.272496 14.299348 2.0 -2.1 -0.7
N 6.493449 36.547591 15.024927 -7.3 6.8 -1.7
H 8.863517 34.832078 14.542628 -0.2 -0.2 -0.5
H 7.869140 35.689479 13.387125 0.2 -0.1 0.3
H 6.142448 36.579097 14.078407 0.0 0.3 0.2
H 5.921618 37.021816 15.709200 0.0 -0.4 -0.1
C 0.368759 37.819223 19.971465 -2.7 -1.1 1.1
O -0.379974 37.083460 20.613172 0.8 -0.1 -0.3
N 1.378333 37.475251 19.197224 2.4 -0.9 -1.0
N 0.108008 39.124002 19.886548 -0.1 2.2 0.0
H 1.950291 38.246305 18.883491 0.2 -0.6 -0.3
H 1.795911 36.557014 19.247888 -0.2 0.2 0.1
H 0.864500 39.714254 19.571235 -0.7 0.4 0.1
H -0.768629 39.490741 20.228768 0.4 0.0 0.1
C 6.728559 35.203000 22.591385 -0.7 -0.2 2.7
O 6.658597 35.066218 23.815916 0.2 1.3 0.1
N 6.536735 36.251941 21.822621 -0.5 3.5 -0.3
N 6.875867 34.159767 21.858934 1.3 -4.7 -3.0
H 6.535681 36.127250 20.820345 0.0 0.5 0.4
H 6.347740 37.148746 22.247015 -0.1 -0.2 -0.3
H 6.829057 34.242358 20.853406 0.1 -0.3 0.2
H 7.333289 33.328183 22.204371 -0.4 0.1 0.2
C 1.374382 40.526391 13.511006 -1.5 0.1 0.5
O 1.755683 39.468786 13.154644 2.1 -3.6 -1.5
N 0.306738 41.097216 13.017285 -3.6 1.3 -3.2
N 1.806085 41.201286 14.519139 2.5 2.1 4.0
H -0.053112 40.671764 12.174914 -0.2 0.1 0.1
H -0.351272 41.657465 13.540017 0.3 -0.1 0.0
H 1.353723 42.077031 14.739436 0.5 -0.2 0.2
H 2.472696 40.774449 15.146456 -0.1 0.3 -0.1

=====

No. 7
31
Properties=species:S:1:pos:R:3:forces:R:3 method="wB97M-V/def2-TZVPD" smiles=CCN(C)CC.O.O.O.O de_lowest_kcal_mol=45.0 spin_multiplicity=1 molar_mass_g_mol=159.23 charge=0 largest_force_ev_per_a=2.848 homo_lumo_gap_ev=9.05 e_lumo_ev=0.4 homo_energy_ha=-0.320
C 1.381774 -0.053329 1.829669 1.3 0.4 -0.4
C 2.040010 0.943978 0.861932 0.3 0.4 1.0
N 1.009846 1.652428 0.097233 1.1 -0.4 -0.1
C 0.820010 2.998793 0.586742 -0.7 0.1 -0.1
C 1.190719 1.546056 -1.351699 -1.4 -0.3 0.4
C -0.193052 1.597775 -2.052532 1.3 1.1 -1.4
H 0.609779 -0.463059 1.189639 -0.5 -0.6 0.6
H 2.130317 -0.739003 2.239295 -0.1 -0.5 -0.6
H 1.054718 0.414053 2.740308 -1.0 0.5 0.1
H 2.655980 1.645942 1.423755 -0.1 0.3 0.3
H 2.812763 0.452198 0.278989 -0.4 -0.3 -0.7
H -0.132103 3.373661 0.203244 0.1 0.2 -0.1
H 1.615641 3.702666 0.311783 0.1 0.0 0.0
H 0.712425 2.987562 1.670860 0.1 0.0 0.0
H 1.615690 0.571270 -1.530060 0.3 -0.3 -0.1
H 1.853782 2.306442 -1.779262 0.2 0.1 0.2
H -0.125163 2.411622 -2.790770 -0.4 0.3 0.4
H -0.352068 0.770443 -2.735965 -0.2 -0.5 0.6
H -1.014455 1.785519 -1.374667 -0.1 -0.2 0.1
O -1.878657 -2.168763 2.639965 -0.2 -0.4 -0.1
H -2.266081 -1.349732 2.957537 0.2 0.1 -0.1
H -0.923689 -2.098032 2.699054 0.0 0.2 0.1
O -1.087448 -1.430951 -3.281402 0.2 -0.3 -0.2
H -0.811237 -1.029351 -4.112769 -0.1 0.1 0.0
H -0.732222 -2.324259 -3.358026 -0.1 0.0 0.1
O 0.815070 -3.181082 0.722169 0.1 -1.3 -0.2
H 0.233830 -3.055195 -0.028163 -0.1 0.3 0.0
H 0.956005 -2.351074 1.147023 0.0 1.0 0.1
O -3.182307 -0.688142 0.085892 -0.9 2.7 0.5
H -3.210932 -1.608790 0.024182 0.5 -2.1 -0.3
H -2.375811 -0.300433 -0.247415 0.3 -0.5 -0.2

=====

No. 8
32
Properties=species:S:1:pos:R:3:forces:R:3 method="wB97M-V/def2-TZVPD" de_lowest_kcal_mol=0.0 spin_multiplicity=2 molar_mass_g_mol=175.22 charge=+1 largest_force_ev_per_a=3.131 homo_lumo_gap_ev="11.61 / 6.42" s2=0.754 e_lumo_ev="-2.8 / -8.0" homo_energy_ha="-0.531 / -0.529"
C -1.414450 -2.213128 -0.798006 -0.4 -0.2 0.9
C -0.638580 -0.889459 -0.791980 0.9 0.8 -0.1
C -1.357544 0.216673 -1.576417 -0.2 0.4 -0.4
C -0.384589 1.181253 -2.276702 0.1 0.3 0.3
C 0.726339 1.713940 -1.363975 0.1 -0.2 0.3
O 0.198534 2.260264 -0.139897 -0.2 0.1 0.0
N -0.460816 -0.461216 0.594186 0.0 -3.0 -0.8
H -2.409117 -2.074475 -0.358828 0.1 -0.1 -0.2
H -1.503713 -2.551670 -1.822904 0.0 0.1 -0.3
H -0.886677 -2.987573 -0.239386 0.0 0.1 0.0
H 0.361921 -1.047073 -1.206609 -0.2 0.0 0.2
H -2.026067 0.762585 -0.909832 -0.1 0.0 0.0
H -1.995469 -0.248216 -2.329370 0.0 0.0 0.1
H 0.042781 0.661345 -3.136544 0.2 0.1 0.1
H -0.944267 2.045189 -2.651040 -0.1 -0.2 0.0
H 1.291141 2.544781 -1.788625 -0.2 -0.2 -0.3
H 1.457595 0.944849 -1.099256 0.0 -0.2 -0.2
H -0.376272 1.614672 0.289607 -0.1 0.1 -0.1
H 0.424557 -0.801754 1.004309 0.1 0.9 0.3
H -1.266809 -0.687785 1.200903 -0.4 0.9 0.3
H 2.144197 -1.187386 0.550062 1.2 -0.5 -0.1
H 3.211443 -1.913559 -0.400438 -0.8 0.4 0.4
O 2.286983 -1.602523 -0.324074 0.0 0.0 -0.3
H -3.506559 -0.114399 2.257331 0.0 -0.2 0.3
H -2.796281 -0.909665 3.394013 -0.2 0.1 -0.4
O -2.873122 -0.823039 2.430687 0.4 0.1 -0.1
H 1.881497 -0.616178 3.034374 -0.1 -0.1 0.9
H 2.233965 0.528371 2.028223 0.2 -0.1 0.3
O 2.219574 -0.456160 2.166151 -0.3 0.2 -1.2
H 2.871999 2.624941 1.377948 -0.4 -0.3 0.5
H 1.384250 2.310363 1.102191 0.6 0.0 0.6
O 2.103555 2.176030 1.783897 0.0 0.4 -1.1